# 1
Computed, not measured: a 11-piece molecular cluster, H22O11 overall in a non-equilibrium geometry, with ωB97M-V/def2-TZVPD.

CARTESIAN COORDINATES (ANGSTROEM)
O 0.155 -2.084 -0.444
O -0.410 3.392 -1.499
O 1.160 0.841 2.837
O 3.221 0.476 0.730
O -2.586 -1.688 -2.684
O -0.148 -1.513 3.428
O 2.250 1.476 -1.704
O 1.940 -1.075 -3.308
O -1.946 -2.430 1.759
O -3.246 1.388 0.301
O -0.338 1.195 0.598
H -3.053 -1.364 -1.926
H -3.576 0.762 -0.342
H 2.941 -0.331 1.166
H 3.207 0.241 -0.198
H -0.082 0.322 0.287
H 1.579 2.002 -1.263
H 1.043 -1.069 -3.634
H 1.951 -0.145 -3.062
H 2.613 1.819 -2.516
H -0.039 3.770 -0.705
H 0.594 -1.717 -1.216
H -1.232 1.434 0.357
H -2.116 -2.466 2.695
H -0.065 -3.001 -0.544
H -1.318 3.099 -1.480
H 0.634 0.907 2.043
H 0.631 -1.683 3.947
H -1.067 -2.126 1.538
H -3.982 2.006 0.354
H -2.068 -2.467 -2.503
H 2.000 1.276 2.912
H -0.289 -0.561 3.430

Cartesian forces (eV/Å) of the 3 atoms listed first:
-0.1 1.2 0.7
1.1 0.0 -1.4
-0.5 -1.1 2.1

Summary:
* energy relative to the best compared isomer or geometry (same formula, charge and spin): 202.7 kJ/mol
* Kohn-Sham gap: 0.3871 hartree
* E_tot: -840.8029 a.u.

# 2
Computed, not measured: C15H24Cl6O9 as an isolated structure in a non-equilibrium geometry, with ωB97M-V/def2-TZVPD.

CARTESIAN COORDINATES (ANGSTROEM)
Cl -2.024 2.094 0.307
Cl -3.433 -3.976 0.088
Cl 0.998 1.908 -1.848
Cl -1.506 0.297 -3.648
Cl -0.692 -2.446 -0.539
Cl -1.824 -0.993 1.642
O 1.808 -0.782 1.469
O 1.316 0.690 -0.097
O 3.443 0.653 0.781
O 1.880 -2.560 -3.097
O 2.672 -0.624 -2.318
O 4.160 -2.280 -2.759
O 3.757 1.194 4.174
O 2.322 -0.163 5.232
O 1.708 1.213 3.438
C 0.778 -1.770 -3.056
C -1.619 1.258 -2.111
C 0.050 0.071 0.299
C 0.551 -1.154 1.026
C 3.700 2.317 3.277
C -0.678 2.404 -2.070
C -3.352 -2.580 -0.949
C 3.003 -1.863 -2.707
C -1.986 -2.662 -1.729
C 2.293 2.317 2.845
C 2.564 0.672 4.336
C 2.293 0.164 0.646
C -3.294 0.059 1.495
C -2.943 1.541 1.691
C 1.249 -0.655 -2.053
H -1.966 -1.798 -2.393
H -0.156 -1.430 1.808
H -2.402 1.787 2.605
H -0.079 -2.241 -2.574
H 4.304 2.164 2.383
H -0.558 0.703 0.947
H -3.604 -0.049 0.456
H 1.048 -0.918 -1.015
H 1.685 3.194 3.066
H -1.358 0.579 -1.298
H -3.528 -1.680 -0.360
H -0.995 3.174 -1.367
H -0.497 -0.295 -0.570
H -0.752 2.767 -3.095
H -1.888 -3.620 -2.240
H -4.000 -0.205 2.283
H 0.422 -1.940 0.282
H -4.128 -2.619 -1.713
H -3.729 2.279 1.851
H 4.020 3.220 3.798
H 2.258 2.053 1.787
H -2.647 1.609 -2.031
H 0.570 -1.369 -4.048
H 0.786 0.294 -2.325

Cartesian forces (eV/Å) of the 3 atoms listed first:
-1.0 1.8 1.2
-0.5 -0.6 0.7
-0.7 7.1 -2.5

Summary:
* energy relative to the best compared isomer or geometry (same formula, charge and spin): 1110.4 kJ/mol
* Kohn-Sham gap: 0.3508 hartree
* E_tot: -4023.8935 a.u.

# 3
Computed, not measured: one molecule with the formula H3NOS in a non-equilibrium geometry, with ωB97M-V/def2-TZVPD.

CARTESIAN COORDINATES (ANGSTROEM)
S -0.754 0.618 0.129
O 0.162 1.790 -0.061
N 0.149 -0.858 0.364
H 0.791 -1.062 -0.360
H -1.030 0.092 -1.227
H 0.684 -0.580 1.155

Cartesian forces (eV/Å) of the 3 atoms listed first:
1.4 -0.5 -2.7
-1.1 -1.3 0.3
-1.7 1.3 0.8

Summary:
* energy relative to the best compared isomer or geometry (same formula, charge and spin): 44.9 kJ/mol
* Kohn-Sham gap: 0.3855 hartree
* E_tot: -529.9258 a.u.